1.
{
  "formula": "C5H31NO9",
  "method": "ωB97M-V/def2-TZVPD",
  "species": ["C", "C", "N", "C", "C", "C", "H", "H", "H", "H", "H", "H", "H", "H", "H", "H", "H", "H", "H", "O", "H", "H", "O", "H", "H", "O", "H", "H", "O", "H", "H", "O", "H", "H", "O", "H", "H", "O", "H", "H", "O", "H", "H", "O", "H", "H"],
  "xyz": [[1.4180, 3.2619, 0.7653], [0.5762, 2.1760, 0.0495], [1.0212, 0.7911, -0.1605], [2.5417, 0.4895, -0.1430], [0.0667, -0.1368, 0.5969], [0.3075, -0.3036, 2.0915], [1.8718, 2.9024, 1.6570], [2.1553, 3.8059, 0.0838], [0.6714, 4.1090, 1.0339], [0.3642, 2.6244, -0.9129], [-0.4078, 2.2054, 0.5621], [2.9193, -0.2779, -0.7709], [2.9139, 0.3948, 0.9330], [2.9798, 1.5173, -0.4578], [0.1516, -1.1259, 0.1081], [-0.9480, 0.2025, 0.4953], [-0.0255, 0.5806, 2.6600], [1.3599, -0.5636, 2.2986], [-0.3012, -1.1834, 2.5495], [2.6132, -3.1042, 0.1407], [2.3499, -4.0405, 0.0053], [1.8339, -2.6943, -0.2643], [-0.5975, -4.1472, -0.4031], [-0.9418, -3.7654, 0.3721], [-0.4207, -3.4346, -0.9846], [-4.3576, 1.3706, -0.4993], [-4.0054, 0.7238, -1.1047], [-5.3267, 1.2142, -0.6010], [3.9407, 2.0253, 2.1877], [4.8593, 1.8446, 1.9583], [3.7120, 2.1052, 3.1086], [-0.5054, -1.8471, -2.1196], [-0.0092, -1.0412, -2.4452], [-1.2944, -1.5375, -1.7284], [1.3859, 1.0795, -3.2106], [1.3312, 0.9248, -2.2319], [2.1578, 1.4323, -3.4146], [-2.9167, -0.5756, -1.6903], [-2.7718, -0.9713, -2.7049], [-3.5067, -1.4133, -1.4070], [-3.1348, -3.3491, -0.7288], [-3.2386, -3.3560, 0.2102], [-2.3771, -3.6910, -1.1994], [-2.9126, 1.3466, 2.0856], [-2.1728, 2.0317, 2.0383], [-3.3303, 1.4000, 1.1916]],
  "forces_ev_per_angstrom": [[-0.99, 1.84, -1.11], [-0.06, 1.29, -0.01], [-0.11, -1.36, 0.54], [-1.16, 3.95, 2.57], [1.90, -0.73, -0.47], [-0.38, -1.20, 1.09], [0.53, -0.07, 0.59], [-0.63, -1.11, 0.96], [1.13, -1.38, -0.27], [-0.18, 0.01, -0.55], [0.58, -0.56, -0.22], [-0.30, -0.85, -0.65], [-0.44, -0.25, -1.54], [-0.42, -1.84, 0.26], [-0.08, 0.43, 0.23], [-0.35, 0.28, -0.60], [0.41, -0.21, -0.18], [-0.36, 0.34, 0.05], [0.81, 1.40, -1.02], [-0.88, -0.91, -0.48], [0.55, 0.57, 0.33], [0.27, 0.37, 0.15], [0.64, -2.22, -0.50], [-0.48, 0.73, 1.57], [0.61, 1.49, -1.15], [-1.85, 0.26, 0.30], [0.84, -0.47, -0.55], [1.02, 0.49, 0.42], [-0.43, 0.09, -1.20], [-0.16, 0.06, 0.98], [0.85, -0.13, 0.49], [2.56, 0.12, -1.49], [-0.81, -1.27, 0.58], [-1.43, 1.11, 0.93], [-5.87, -2.88, 2.27], [0.12, 0.33, -0.77], [5.53, 2.45, -1.24], [-1.55, -4.70, -3.61], [-0.45, 2.09, 3.56], [1.86, 2.29, -0.14], [-2.19, 1.41, -1.81], [0.90, -0.60, 0.57], [0.56, -0.66, 1.19], [1.33, 1.42, -0.89], [-1.57, -1.39, 0.15], [0.14, -0.04, 0.68]],
  "smiles": "CCN(C)CC.O.O.O.O.O.O.O.O.O"
}

2.
{
  "formula": "C5H32NO12",
  "method": "ωB97M-V/def2-TZVPD",
  "species": ["O", "C", "C", "C", "C", "C", "O", "N", "H", "H", "H", "H", "H", "H", "H", "H", "H", "H", "H", "H", "H", "H", "O", "H", "H", "O", "H", "H", "O", "H", "H", "O", "H", "H", "O", "H", "H", "O", "H", "H", "O", "H", "H", "O", "H", "H", "O", "H", "H", "O"],
  "xyz": [[-0.7238, -4.3929, -0.3057], [-1.0586, -3.5932, 0.5294], [-0.6314, -2.1286, 0.4553], [0.7063, -1.8342, 1.1482], [1.3096, -0.3847, 1.0946], [0.2470, 0.6208, 1.4824], [-0.8426, 0.5864, 0.5282], [-0.6804, -1.7052, -0.9302], [-1.8001, -3.9348, 1.2668], [-1.3267, -1.6577, 1.1418], [1.3781, -2.6338, 0.8267], [0.5390, -2.0368, 2.2031], [1.6929, -0.2454, 0.0999], [2.1125, -0.3914, 1.8303], [-0.1763, 0.3595, 2.4523], [0.6385, 1.6136, 1.4103], [-0.7286, 1.3747, -0.0168], [-0.0190, -2.1469, -1.5698], [-1.6285, -1.9253, -1.3239], [-0.6977, -0.7015, -1.1595], [-3.7274, -2.7884, -1.8703], [-3.9814, -1.2446, -1.6373], [-3.3555, -1.9661, -1.5397], [3.0844, -1.1185, -2.0251], [4.4064, -1.7671, -2.4971], [3.4540, -1.8895, -2.4599], [-0.2300, 2.7665, 2.1534], [0.5228, 3.6009, 1.1311], [-0.3312, 3.5063, 1.5408], [-0.9684, -0.8355, 4.5493], [-2.2818, -1.2922, 3.9170], [-1.3496, -1.1542, 3.7239], [-0.3103, -5.0573, 2.4632], [1.0581, -4.5533, 3.2088], [0.4987, -4.5530, 2.4333], [3.0066, 1.4841, -0.4822], [2.4235, 2.9437, -0.4449], [2.5923, 2.1472, 0.0720], [0.9748, 5.6195, -1.2781], [-0.0465, 4.5424, -0.8030], [0.8922, 4.7108, -0.9762], [-0.5465, 1.1274, -1.9540], [-0.1548, 0.9403, -3.3894], [-0.4072, 0.4321, -2.6071], [-2.2951, 3.2281, -1.0120], [-1.0593, 3.4600, -0.0179], [-1.3568, 3.0817, -0.8828], [0.6458, 3.5056, -4.2449], [0.3147, 3.2979, -2.6666], [0.2173, 2.9823, -3.5677]],
  "forces_ev_per_angstrom": [[0.10, 0.22, -0.23], [0.26, -0.62, -0.99], [0.29, -0.08, 2.24], [0.54, -0.43, 0.32], [-1.16, -1.90, 0.19], [-0.20, -0.68, -0.92], [0.25, 0.24, 0.06], [-1.74, 0.11, -1.77], [0.13, 0.56, 0.48], [-0.71, 0.81, -0.96], [0.52, 0.42, -0.09], [-0.16, -0.18, 0.02], [0.26, 0.57, -0.37], [0.20, 0.21, -0.18], [0.09, 0.21, 0.04], [0.70, -0.09, 0.43], [-0.46, 0.15, 0.13], [0.30, -0.20, 0.41], [0.31, -0.24, 0.23], [0.80, -0.11, 0.78], [-0.34, 0.16, -0.11], [-0.21, -0.17, -0.16], [0.42, -0.13, 0.24], [0.19, 0.13, -0.02], [0.02, 0.10, 0.05], [-0.25, -0.22, -0.03], [-0.30, 0.35, -0.01], [0.96, 0.32, -0.02], [-0.56, 0.39, 0.29], [-0.04, -0.07, 0.03], [-0.05, 0.02, 0.07], [0.01, -0.01, -0.02], [0.20, -0.54, 0.90], [-0.52, -0.56, 0.44], [0.41, 0.85, -1.12], [0.09, 0.25, -0.27], [0.23, -0.08, -0.30], [-0.37, 0.22, 0.43], [-0.05, 0.08, 0.07], [0.25, 0.45, -0.55], [0.10, -0.41, 0.16], [-0.09, 0.27, -0.19], [0.04, 0.12, -0.10], [-0.03, -0.07, 0.26], [-0.16, 0.15, 0.19], [-1.09, -0.75, 0.09], [0.79, 0.06, -0.08], [0.24, 0.43, 0.47], [0.40, 0.77, -0.19], [-0.59, -1.12, -0.38]],
  "total_charge": 1
}

3.
{
  "formula": "C5H32NO14",
  "method": "ωB97M-V/def2-TZVPD",
  "species": ["O", "C", "O", "C", "C", "C", "C", "N", "H", "H", "H", "H", "H", "H", "H", "H", "H", "H", "O", "H", "H", "O", "H", "H", "O", "H", "H", "O", "H", "H", "O", "H", "H", "O", "H", "H", "O", "H", "H", "O", "H", "H", "O", "H", "H", "O", "H", "H", "O", "H", "H", "O"],
  "xyz": [[-2.0575, 1.6430, -1.5065], [-2.0128, 0.5634, -0.7880], [-1.9627, 0.5310, 0.4370], [-2.1432, -0.6999, -1.5039], [-0.8335, -1.3563, -1.9118], [0.2599, -1.1752, -0.8749], [1.0189, 1.1404, -0.9849], [1.2453, -0.0994, -1.2856], [-2.8324, -0.6844, -2.4582], [-2.5625, -1.3825, -0.7041], [-0.9493, -2.4767, -2.2282], [-0.6107, -1.1211, -2.9888], [-0.2669, -1.1141, 0.1744], [0.8777, -2.1944, -0.8695], [1.8894, 1.9034, -1.0784], [0.3578, 1.4076, -0.1834], [3.2389, -1.4350, -1.1952], [3.3310, -0.6854, -2.3878], [3.9019, -1.1345, -1.8197], [-1.2846, 1.5643, -2.6194], [-0.8879, 2.6355, -3.6318], [-0.8916, 1.6636, -3.7440], [-2.5922, -0.8472, 1.4181], [-2.4466, -2.2423, 1.2607], [-2.8040, -1.6540, 1.8908], [-2.1992, 3.0577, -0.4940], [-2.3132, 2.4984, 0.9636], [-2.0722, 3.3311, 0.4272], [-1.2896, -3.8289, 0.0804], [-2.6212, -3.5819, -0.7874], [-2.2785, -3.7142, 0.1554], [3.6072, 1.0402, 0.5909], [4.4825, 0.7011, -0.5861], [4.1704, 1.5250, -0.0270], [1.3798, 0.5739, 1.8935], [1.7778, 1.9791, 1.3390], [2.1123, 1.0737, 1.6345], [0.0858, -2.3563, 4.0764], [-1.0599, -2.6485, 3.0914], [-0.3579, -3.0120, 3.6055], [0.1454, -2.9421, 1.7590], [0.3638, -4.3853, 1.6212], [0.2921, -3.6507, 1.1384], [-0.6485, -0.0646, 1.3787], [-0.5401, 1.0455, 2.3254], [-0.2708, 0.1210, 2.2585], [-0.2913, 3.1372, 0.8360], [0.3514, 3.9747, 1.8437], [0.5753, 3.2704, 1.3056], [3.1310, 2.8763, -0.4936], [2.0773, 3.7624, 0.2581], [2.4079, 3.4667, -0.6110]],
  "forces_ev_per_angstrom": [[0.23, -1.09, 1.30], [-0.87, 2.47, -2.49], [-0.23, 0.63, 1.24], [-1.77, -3.27, -1.36], [0.02, -1.87, -2.59], [1.62, -1.71, 0.32], [3.40, -1.79, 0.62], [-1.79, 0.73, 0.35], [1.14, 0.35, 2.11], [-0.06, 0.59, -1.18], [-0.40, 1.36, 1.55], [0.62, 1.11, 1.26], [1.38, 0.03, -2.03], [-1.15, 2.28, 0.28], [-2.46, -1.68, -0.95], [-1.17, 0.16, -0.19], [-0.03, -0.17, 0.48], [-1.46, 1.52, -1.76], [1.62, -1.21, 1.40], [0.49, -0.20, -3.41], [0.26, -0.48, -0.76], [-0.82, 0.72, 3.29], [-0.12, 1.11, 0.23], [0.24, -2.13, -1.16], [-0.35, 0.74, 1.33], [0.10, -0.61, -0.14], [0.43, 1.62, -1.60], [-0.28, -0.71, 2.26], [-1.06, 0.23, 0.20], [0.85, -0.29, 2.01], [0.29, -0.14, -2.30], [-0.64, 0.25, 0.62], [-0.77, 2.47, 1.08], [1.66, -2.92, -1.81], [-2.15, -1.22, 0.68], [0.31, -1.89, 0.89], [2.62, 2.85, -1.02], [0.76, 2.01, 1.00], [-1.27, 1.09, -0.16], [-0.01, -2.65, -0.37], [0.18, 0.21, 0.48], [0.44, -4.40, 3.17], [-0.18, 3.81, -4.17], [-0.08, -0.03, 0.47], [0.08, 0.02, 0.37], [0.09, -0.02, 0.24], [0.30, 0.12, -0.19], [-0.43, 2.31, 2.01], [-0.61, -1.74, -1.46], [1.61, -0.77, 0.57], [0.26, -0.41, -0.70], [-0.83, 2.59, -0.01]],
  "total_charge": -1
}

no.,gap between HOMO and LUMO (eV)
1,8.53
2,10.48
3,9.01